DFT (ωB97M-V/def2-TZVPD) results for a 2-piece molecular cluster, H3N3OS overall at a distorted geometry.

As for the spin multiplicity: 1. The calculation puts the HOMO energy (spin up / spin down) at -0.319 / -0.287 Ha. The LUMO energy (spin up / spin down) is -0.5 / -0.7 eV. As for the HOMO-LUMO gap (spin up / spin down): 0.3013 / 0.2597 hartree. The molar mass is 93.11 u.

Element x y z (Å)
N 0.836 0.957 -0.468
N 1.083 -0.051 0.106
N -1.176 -0.457 0.340
O 1.949 -0.855 0.254
S -1.547 1.083 -0.036
H 1.445 1.500 -1.167
H -1.185 -1.256 -0.290
H -1.405 -0.921 1.260

Force components x, y, z for each atom (eV/Å):
N 0.69 1.94 -1.31
N -0.88 0.47 -0.17
N -0.94 -2.00 1.87
O 1.56 -1.08 0.08
S -0.30 -0.47 -0.19
H -0.64 -1.26 1.39
H -0.06 0.78 -0.79
H 0.56 1.63 -0.88

DFT (ωB97M-V/def2-TZVPD) results for C14H10InN2OS2 as an isolated structure at a distorted geometry.

As for the spin multiplicity: 2. The calculation puts the HOMO energy (spin up / spin down) at -0.178 / -0.285 Ha. The LUMO energy (spin up / spin down) is 0.0 / -0.1 eV. As for the HOMO-LUMO gap (spin up / spin down): 0.1758 / 0.2835 hartree. The molar mass is 401.20 u.

Element x y z (Å)
In 9.393 9.391 6.582
S 9.663 5.279 4.719
C 7.986 5.480 5.082
C 7.614 6.742 5.422
C 8.709 7.613 5.448
C 9.890 7.037 4.929
C 11.198 7.657 5.020
C 12.435 7.013 5.017
C 13.556 7.760 5.454
C 13.446 9.067 5.895
C 12.232 9.677 5.714
N 11.146 8.960 5.387
H 7.337 4.658 4.969
H 6.580 7.000 5.597
H 12.523 5.974 4.692
H 14.508 7.209 5.491
H 14.287 9.660 6.295
H 12.108 10.717 6.033
O 8.958 9.576 8.616
N 7.974 10.497 9.016
C 7.653 10.383 10.347
C 6.665 11.212 10.907
C 6.032 12.145 10.059
C 6.392 12.262 8.716
C 7.419 11.433 8.150
S 7.838 11.537 6.530
H 8.204 9.686 10.930
H 6.439 11.189 11.969
H 5.235 12.800 10.412
H 5.951 13.048 8.104

Force components x, y, z for each atom (eV/Å):
In -1.48 -0.42 -0.99
S -0.45 1.27 -0.13
C 0.34 0.10 -0.16
C 0.12 -0.96 -0.05
C 1.96 1.40 -0.63
C -0.90 -0.81 1.05
C -0.29 -0.54 0.22
C 0.98 1.01 0.20
C -0.06 -2.73 -0.37
C 0.33 1.46 -0.39
C 1.14 -0.25 0.94
N -0.30 1.56 -0.29
H -0.57 -0.88 -0.12
H 0.02 0.08 0.25
H 0.04 0.36 0.20
H -0.37 0.47 0.06
H -0.42 -0.55 -0.42
H -0.25 -0.35 -0.30
O -1.61 1.56 1.25
N 0.69 -0.78 0.39
C -1.64 2.08 -0.54
C 0.89 -0.35 -1.02
C 0.19 -0.02 -0.92
C 0.67 -0.46 0.99
C -0.69 -0.47 1.84
S 0.75 -0.38 -0.88
H 0.40 -0.53 -0.03
H 0.08 -0.24 -0.28
H 0.30 -0.21 0.14
H 0.10 -0.42 0.00

DFT (ωB97M-V/def2-TZVPD) results for a single C5H7Br molecule at a distorted geometry.

As for the spin multiplicity: 1. The calculation puts the HOMO energy (spin up / spin down) at -0.321 / -0.300 Ha. The LUMO energy (spin up / spin down) is -0.3 / -0.2 eV. As for the HOMO-LUMO gap (spin up / spin down): 0.3108 / 0.2921 hartree. The molar mass is 147.02 u.

Element x y z (Å)
C 0.724 -1.217 0.523
C -0.089 -0.095 1.186
C -0.029 -0.976 -0.737
C -0.812 0.291 -0.136
C -0.246 1.429 -0.777
Br -1.085 2.252 -2.247
H 1.781 -0.876 0.470
H 0.583 -2.152 0.997
H -0.854 -0.470 1.919
H 0.559 0.759 1.452
H 0.588 -0.554 -1.499
H -1.851 0.202 -0.161
H 0.730 1.407 -0.992

Force components x, y, z for each atom (eV/Å):
C 0.68 1.16 0.52
C -0.60 0.25 0.30
C -0.16 1.94 0.06
C 0.59 -1.65 0.08
C -3.17 0.45 -0.47
Br -0.31 -0.02 0.11
H -0.35 -0.94 0.00
H 0.26 -1.09 0.40
H 1.09 0.75 -0.31
H -0.62 -0.57 0.79
H 0.37 -0.82 -1.48
H -1.68 0.24 0.15
H 3.90 0.30 -0.15

DFT (ωB97M-V/def2-TZVPD) results for a single C3H4S3 molecule at a distorted geometry.

As for the SMILES: S=CCSC=S. As for the spin multiplicity: 1. The calculation puts the HOMO energy at -0.324 Ha. The LUMO energy is -1.3 eV. As for the HOMO-LUMO gap: 0.2773 hartree. The molar mass is 136.27 u.

Element x y z (Å)
S -2.951 0.471 -0.013
C -1.355 0.103 0.486
C -0.389 -1.013 -0.193
S 0.725 -0.200 -1.221
C 1.753 0.925 -0.259
S 1.824 0.265 1.383
H -0.957 0.800 1.335
H 0.090 -1.547 0.451
H -1.153 -1.442 -1.073
H 2.411 1.639 -0.897

Force components x, y, z for each atom (eV/Å):
S 3.49 -1.14 0.84
C -1.59 0.99 -0.01
C -7.18 4.55 -4.20
S 1.92 3.01 -2.29
C -0.26 -3.79 2.06
S 0.78 2.86 -2.81
H -0.41 -1.69 -1.70
H 2.30 -3.98 3.95
H 2.18 0.28 2.64
H -1.23 -1.08 1.54

DFT (ωB97M-V/def2-TZVPD) results for C6H23AlB2NO2 as an isolated structure at a distorted geometry.

As for the spin multiplicity: 1. The calculation puts the HOMO energy at -0.502 Ha. The LUMO energy is -8.0 eV. As for the HOMO-LUMO gap: 0.2094 hartree. The molar mass is 189.86 u. The net charge is +1.

Element x y z (Å)
Al -0.603 -0.194 1.270
B 1.664 1.060 2.140
H 0.977 1.717 1.373
H 2.733 1.583 2.260
H 1.049 0.977 3.169
H 1.850 -0.038 1.656
B -2.330 -1.668 -0.365
H -1.671 -2.517 0.155
H -3.177 -2.112 -1.089
H -2.973 -1.053 0.495
H -1.638 -0.884 -0.937
C -3.001 1.797 -0.943
O -1.625 1.417 -0.903
C -0.782 2.145 -1.747
C 0.612 1.651 -1.350
N 0.622 0.258 -0.991
C 1.934 -0.155 -0.534
C 1.851 -1.551 0.037
O 0.800 -1.601 1.002
C 0.918 -2.702 1.900
H -3.094 2.727 -0.375
H -3.580 0.974 -0.534
H -3.396 1.990 -1.944
H -0.808 3.222 -1.573
H -1.049 1.882 -2.776
H 0.900 2.251 -0.485
H 1.311 1.930 -2.150
H 0.203 -0.341 -1.698
H 2.401 0.504 0.185
H 2.584 -0.197 -1.423
H 2.822 -1.709 0.520
H 1.710 -2.334 -0.713
H -0.017 -2.895 2.422
H 1.716 -2.517 2.621
H 1.087 -3.617 1.326

Force components x, y, z for each atom (eV/Å):
Al 2.65 -0.26 -4.31
B -1.88 -1.72 -0.04
H -0.52 0.38 -0.60
H 0.04 0.47 0.11
H -0.24 -0.11 0.94
H 0.18 0.77 1.25
B 2.20 0.51 1.02
H 0.23 -0.54 0.19
H -0.57 0.16 0.18
H -0.48 0.68 1.02
H 0.21 0.05 -0.36
C 0.01 0.47 0.12
O -1.11 -0.08 0.80
C 0.72 -0.74 0.07
C -0.38 1.56 -0.61
N -0.33 0.47 2.08
C 0.52 -1.08 -2.28
C 1.12 0.47 -0.38
O -1.98 -0.37 0.35
C -0.03 -1.08 0.34
H -0.37 -0.15 0.10
H 0.02 0.12 0.25
H 0.44 -0.14 -0.19
H -0.29 0.06 -0.19
H 0.12 0.29 -0.12
H 0.22 -0.29 0.08
H 0.10 -0.38 0.05
H 0.11 -0.09 0.14
H -0.41 0.34 -0.54
H 0.20 -0.14 0.27
H -0.30 -0.30 0.29
H -0.32 0.07 0.10
H -0.18 0.44 0.00
H 0.04 0.03 -0.12
H 0.26 0.16 0.01

DFT (ωB97M-V/def2-TZVPD) results for a single C4H2N2O molecule at a distorted geometry.

As for the SMILES: N#CC#CC(N)=O. As for the spin multiplicity: 1. The calculation puts the HOMO energy at -0.379 Ha. The LUMO energy is -1.0 eV. As for the HOMO-LUMO gap: 0.3407 hartree. The molar mass is 94.07 u.

Element x y z (Å)
N 2.838 0.888 1.052
C 2.647 0.161 0.141
C 1.733 -0.767 0.817
C 0.559 -0.388 0.825
C -0.848 -0.579 0.649
N -1.548 0.543 0.401
O -1.287 -1.706 0.751
H -1.121 1.455 0.411
H -2.544 0.448 0.332

Force components x, y, z for each atom (eV/Å):
N 1.58 1.17 -1.21
C 1.05 0.03 2.21
C -1.05 0.62 -1.76
C -0.14 -1.92 0.76
C -0.55 -0.28 0.18
N -0.31 0.10 -0.11
O -0.32 0.30 -0.01
H -0.08 -0.15 0.05
H -0.18 0.13 -0.11

DFT (ωB97M-V/def2-TZVPD) results for a 2-piece molecular cluster, C5H9NO3S overall at a distorted geometry.

As for the SMILES: NS(=O)(=O)O.C#CC(=C)C. As for the spin multiplicity: 1. The calculation puts the HOMO energy at -0.338 Ha. The LUMO energy is 0.3 eV. As for the HOMO-LUMO gap: 0.3481 hartree. The molar mass is 163.20 u.

Element x y z (Å)
N -2.624 0.346 2.548
S -1.524 0.635 1.339
O -2.131 1.491 0.357
O -0.939 -0.611 0.872
O -0.452 1.512 2.070
H -2.546 0.922 3.413
H -3.657 0.581 2.313
H 0.330 1.443 1.446
C 2.450 -1.985 -0.058
C 1.763 -1.050 -0.430
C 1.083 0.094 -0.953
C 1.342 1.259 -0.306
C 0.053 -0.206 -1.951
H 2.494 -2.972 0.104
H 0.713 2.130 -0.450
H 2.261 1.309 0.347
H 0.574 -0.626 -2.873
H -0.431 0.696 -2.394
H -0.756 -0.987 -1.684

Force components x, y, z for each atom (eV/Å):
N -2.34 1.17 1.29
S -0.97 -0.64 -1.62
O -0.12 -0.47 -0.02
O -0.95 1.46 1.28
O 0.86 -0.52 0.12
H 0.93 -0.65 -0.91
H 2.54 -0.72 -0.52
H -0.35 0.09 0.71
C -2.19 3.53 -1.19
C 1.76 -1.00 -0.20
C 0.26 0.56 2.29
C 0.79 -0.43 -0.33
C -1.46 -0.68 -2.78
H 0.97 -3.04 0.85
H 0.32 0.19 -0.34
H -1.31 0.03 -0.61
H -0.42 0.18 1.14
H 0.14 -0.46 0.85
H 1.52 1.39 0.00

DFT (ωB97M-V/def2-TZVPD) results for a 2-piece molecular cluster, C4H13NOS overall at a distorted geometry.

As for the SMILES: C[C@@H](N)CCS.O. As for the spin multiplicity: 1. The calculation puts the HOMO energy at -0.328 Ha. The LUMO energy is 0.8 eV. As for the HOMO-LUMO gap: 0.3561 hartree. The molar mass is 123.22 u.

Element x y z (Å)
C -0.639 -0.473 -2.257
C -1.015 0.594 -1.241
N -1.672 -0.024 -0.072
C 0.041 1.623 -0.794
C 1.196 1.314 0.156
S 2.453 0.038 -0.283
H 0.013 -1.244 -1.873
H -0.099 -0.051 -3.112
H -1.551 -0.874 -2.713
H -1.704 1.270 -1.766
H -1.371 0.391 0.787
H -2.673 0.043 -0.162
H 0.515 2.060 -1.660
H -0.490 2.504 -0.401
H 1.873 2.136 0.327
H 0.790 1.045 1.137
H 1.649 -0.776 -0.954
O 1.266 -3.120 4.860
H 0.962 -3.596 5.641
H 0.456 -2.862 4.380

Force components x, y, z for each atom (eV/Å):
C 0.32 0.56 -0.85
C -0.03 0.51 0.54
N 0.16 -0.18 -0.82
C 0.97 0.63 -0.48
C -0.32 -1.26 0.82
S -0.31 0.29 -0.18
H -0.28 -0.42 0.28
H 0.02 0.27 0.14
H 0.14 -0.33 0.43
H -0.26 -0.24 0.05
H -0.07 0.27 0.38
H -0.10 -0.04 0.25
H 0.06 -0.14 -0.78
H -0.07 -0.38 0.37
H -0.29 0.77 -0.09
H 0.15 -0.05 -0.02
H -0.09 -0.25 -0.02
O -0.56 0.17 -0.28
H -0.03 0.06 -0.11
H 0.59 -0.23 0.39